This record from OMol25 describes a molecular structure, C3H4BeO3 in a non-equilibrium geometry. The level of theory is ωB97M-V/def2-TZVPD.

The geometry in XYZ format:
```
11
Properties=species:S:1:pos:R:3:forces:R:3
O -1.5523 -0.2246 -0.4806 -1.2 -0.7 -0.3
C -2.1781 -0.2215 -1.4266 -0.5 -0.1 -0.8
O -0.0915 -1.2786 1.8686 -2.2 2.0 -2.1
C 1.0233 -0.5614 2.0231 1.6 0.2 0.6
C 1.3934 0.3402 0.8934 2.1 -0.7 1.1
O 0.1569 1.0194 0.5507 0.0 1.4 -0.2
Be -0.8338 -0.1698 0.9322 1.7 -1.4 1.7
H 0.3354 1.8370 0.0296 -0.7 -0.8 0.4
H 2.1522 1.0726 1.1956 -0.2 -0.2 -0.1
H 1.7388 -0.8369 2.8047 -0.3 0.1 -0.4
H 1.7590 -0.2049 0.0025 -0.3 0.2 0.1
```
Positions in Å, forces in eV/Å.

Properties
Energy = -9711.21023 eV
Largest force on an atom = 3.61 eV/Å
<S²> = 0.75
Total charge = +1
LUMO energy (alpha / beta) = -0.195 / -0.196 Ha
Multiplicity = 2
HOMO-LUMO gap (alpha / beta) = 6.0 / 10.2 eV
Energy above the lowest of the compared OMol25 structures with the same formula, charge and spin = 0.00 kJ/mol



This record from OMol25 describes a molecular structure, C7H14O5PTb in a non-equilibrium geometry. The level of theory is ωB97M-V/def2-TZVPD.

The geometry in XYZ format:
```
28
Properties=species:S:1:pos:R:3:forces:R:3
O 1.1701 -0.9059 2.3400 1.4 0.9 -1.1
C 2.0072 -0.3216 1.6709 -1.6 -0.5 1.1
O 2.0471 1.0149 1.5498 0.0 -0.8 0.2
C 2.3770 1.4639 0.2317 -0.3 0.4 0.0
C 1.2968 2.4384 -0.2031 0.1 -0.2 0.1
C -0.0819 2.0356 0.2795 0.2 0.3 -0.2
C -0.5837 0.7589 -0.3565 -0.9 0.2 -0.6
C -1.8386 0.2642 0.3194 1.8 -0.4 1.0
C -1.8867 -1.1690 0.7772 -0.2 0.7 -1.3
P -1.4327 -2.4384 -0.4088 -1.0 -1.3 3.1
O -2.4800 -3.4199 -0.5983 -0.7 -0.3 -1.1
O -1.1783 -1.7645 -2.0144 0.8 0.5 -0.6
O -0.0810 -3.1367 -0.0186 0.3 0.9 -1.4
H 2.7727 -0.8398 1.0854 0.2 -0.1 -0.1
H 2.3968 0.6277 -0.4522 0.2 -0.5 -0.2
H 3.3424 1.9327 0.2421 0.5 0.2 0.0
H 1.5502 3.4258 0.1364 0.0 0.5 0.3
H 1.2913 2.4934 -1.2836 0.1 0.0 -0.4
H -0.7580 2.8357 0.0255 -0.4 0.3 0.0
H -0.1021 1.9371 1.3495 0.1 0.0 0.5
H -0.8087 1.0015 -1.3968 0.1 0.0 -0.4
H 0.1920 -0.0005 -0.4045 0.2 -0.4 0.2
H -2.0091 0.8774 1.1857 -1.0 0.5 0.0
H -1.3067 -1.3121 1.6811 0.6 -0.1 0.2
H -2.9043 -1.4309 1.0232 -0.5 -0.3 0.1
H -2.0346 -1.5347 -2.3990 -1.2 1.6 4.2
H 0.6956 -2.6433 -0.3146 0.6 -0.1 0.6
Tb -1.6530 -2.1900 -4.0471 0.7 -1.9 -4.1
```
Positions in Å, forces in eV/Å.

Properties
Energy = -49426.34181 eV
Largest force on an atom = 4.66 eV/Å
<S²> = 13.02
Total charge = +2
LUMO energy (alpha / beta) = -0.350 / -0.381 Ha
Multiplicity = 7
HOMO-LUMO gap (alpha / beta) = 6.4 / 4.6 eV



This record from OMol25 describes a single C6H10FN molecule in a non-equilibrium geometry. The level of theory is ωB97M-V/def2-TZVPD.

The geometry in XYZ format:
```
18
Properties=species:S:1:pos:R:3:forces:R:3
C -0.9742 -0.0946 -1.1742 4.6 -0.5 4.8
C 0.0917 -1.4219 1.0833 -1.9 -1.8 0.5
C 0.3278 -0.3540 0.1036 -1.6 1.6 -3.1
C -0.1565 0.0377 1.4530 -0.5 -0.5 0.7
C 0.9113 0.5102 2.3941 -3.1 3.5 3.1
C -2.2928 -0.6550 -2.9287 -3.3 1.5 2.2
N -1.2568 -0.9770 -1.9680 -0.5 0.2 -1.3
F -1.5425 1.1026 -0.9811 -0.1 0.0 -0.4
H -0.8350 -2.0676 0.8577 1.7 0.9 0.6
H 0.9226 -1.9092 1.6655 -0.9 0.4 -1.1
H 1.3822 -0.1119 -0.1710 -1.2 0.0 -0.2
H -1.2147 0.3474 1.5631 0.9 0.0 -0.1
H 1.1928 1.5755 2.3493 -0.3 -0.1 -0.6
H 1.7318 -0.0041 2.1895 3.8 -2.3 -0.7
H 0.7370 0.4423 3.5389 -0.3 -0.5 -1.8
H -2.5638 0.4875 -3.0414 0.9 -2.2 0.0
H -3.2783 -1.0938 -2.4871 1.5 0.5 -0.9
H -2.0952 -1.1529 -3.8241 0.2 -0.5 -1.5
```
Positions in Å, forces in eV/Å.

Properties
Energy = -10588.57870 eV
Largest force on an atom = 6.66 eV/Å
LUMO energy = 0.039 Ha
HOMO-LUMO gap = 10.8 eV
Energy above the lowest of the compared OMol25 structures with the same formula, charge and spin = 240.33 kJ/mol



This record from OMol25 describes 6 unconnected molecules or ions with the total composition C28H50F3N6O2 in a non-equilibrium geometry. The level of theory is ωB97M-V/def2-TZVPD.

The geometry in XYZ format:
```
89
Properties=species:S:1:pos:R:3:forces:R:3
C -2.4816 -3.5780 -1.8606 0.0 0.1 -0.4
C -2.1263 -2.7389 -3.0968 0.2 -0.1 0.3
C -0.7415 -2.1635 -3.0273 0.9 -0.6 0.6
O 0.2238 -2.6359 -2.4940 -1.1 0.7 -0.5
O -0.6446 -0.8914 -3.6219 0.2 -0.1 -0.1
C -0.8453 -0.8719 -5.0201 0.1 0.1 0.2
C -0.8950 0.5708 -5.4528 0.2 -0.1 -0.5
N -2.2731 1.1697 -5.3474 0.4 -0.1 0.2
C -2.9070 1.1541 -3.9684 -0.7 0.2 0.0
C -2.9950 2.5455 -3.3592 0.4 -0.1 0.0
C -1.7949 2.8974 -2.4722 -0.2 0.1 0.1
F -2.2055 3.2292 -1.2343 0.2 0.0 -0.4
F -1.0935 3.9339 -2.9803 -0.2 -0.4 0.1
F -0.9469 1.8514 -2.3548 0.0 0.4 0.1
H -1.6772 -3.5624 -1.1342 -0.1 0.0 0.0
H -3.3918 -3.1889 -1.4176 0.0 0.0 0.2
H -2.6629 -4.6121 -2.1313 0.0 -0.1 0.1
H -2.8066 -1.8979 -3.2028 -0.2 -0.1 -0.1
H -2.1743 -3.3512 -3.9970 -0.1 0.0 -0.2
H -1.7481 -1.4076 -5.3296 -0.1 0.0 0.1
H -0.0025 -1.3468 -5.5253 0.1 0.0 0.0
H -0.6046 0.6376 -6.4994 -0.1 0.1 -0.1
H -0.1919 1.1727 -4.8862 -0.1 0.1 0.3
H -2.2197 2.1264 -5.6941 -0.1 0.1 0.0
H -2.8863 0.6693 -5.9880 0.0 -0.1 -0.1
H -2.3652 0.4610 -3.3402 0.1 -0.1 -0.1
H -3.9116 0.7617 -4.0905 0.0 -0.1 -0.1
H -3.0890 3.3143 -4.1236 0.0 0.1 -0.1
H -3.8923 2.6116 -2.7531 0.0 -0.1 0.1
C 0.8810 4.1917 -0.2278 0.2 0.0 0.2
C 1.4620 3.0799 0.6354 -0.1 0.1 -0.1
C 2.4104 3.5227 1.7521 -0.3 -0.2 -0.1
C 3.6586 4.0800 1.2385 0.0 0.0 0.1
N 4.6472 4.4990 0.8334 0.1 0.0 -0.1
H 1.6482 4.7380 -0.7784 0.0 0.0 0.0
H 0.1963 3.7449 -0.9380 0.0 0.1 -0.1
H 0.3204 4.9069 0.3769 0.0 0.0 0.0
H 1.9883 2.3629 0.0010 0.0 0.0 0.0
H 0.6376 2.5379 1.1032 0.0 -0.1 0.1
H 2.6348 2.6373 2.3444 0.2 0.1 0.1
H 1.9351 4.2523 2.4105 0.0 0.0 0.0
C 4.4738 3.6401 5.8856 0.0 0.0 0.0
C 5.0810 2.2781 6.2019 -0.1 0.2 0.0
C 5.3933 1.4644 4.9411 0.1 0.0 0.2
C 4.1840 1.1175 4.1995 0.1 0.0 -0.1
N 3.2359 0.8629 3.6043 0.0 0.0 0.2
H 3.5097 3.5364 5.3838 0.0 0.0 0.0
H 4.3115 4.2087 6.8002 0.0 0.0 0.0
H 5.1327 4.2230 5.2399 0.0 0.0 0.0
H 4.4075 1.7111 6.8461 0.0 -0.1 0.0
H 6.0115 2.4103 6.7544 0.0 0.0 0.0
H 5.9122 0.5403 5.2000 0.0 0.0 0.0
H 6.0535 2.0283 4.2795 0.0 0.0 -0.1
C 2.3640 -0.7662 0.8347 0.0 -0.1 0.1
C 3.5455 -0.2628 0.0167 -0.1 0.0 0.1
C 3.4147 -0.5776 -1.4770 0.1 0.1 0.1
C 3.4247 -2.0159 -1.7384 -0.1 0.0 -0.1
N 3.4312 -3.1444 -1.9435 0.1 -0.1 0.0
H 2.2917 -1.8555 0.7922 0.0 0.0 -0.1
H 2.4806 -0.4736 1.8758 -0.1 0.0 0.0
H 1.4216 -0.3472 0.4695 0.0 0.0 0.0
H 4.4699 -0.6949 0.4023 0.0 0.0 0.0
H 3.6367 0.8200 0.1291 0.0 0.0 0.0
H 4.2343 -0.1205 -2.0340 0.0 0.0 0.0
H 2.4855 -0.1597 -1.8705 -0.1 -0.1 0.0
C -3.6877 -1.1675 1.4838 -0.1 0.1 0.0
C -4.7775 -0.1219 1.2689 0.2 -0.1 0.1
C -5.8388 -0.5688 0.2553 0.0 0.2 0.2
C -5.2778 -0.7355 -1.0826 -0.1 -0.2 0.1
N -4.8304 -0.9069 -2.1258 0.1 0.3 -0.2
H -3.1231 -1.3517 0.5675 0.0 -0.1 0.0
H -2.9829 -0.8354 2.2448 0.0 0.0 0.0
H -4.1101 -2.1171 1.8146 0.0 0.0 -0.1
H -4.3317 0.8188 0.9396 0.0 0.0 0.0
H -5.2830 0.0819 2.2130 -0.1 0.0 0.0
H -6.6492 0.1594 0.1989 0.0 0.0 -0.1
H -6.2819 -1.5168 0.5644 0.0 -0.1 -0.1
C 0.3206 -5.6077 3.1518 0.0 0.0 0.0
C 0.5893 -4.2897 2.4354 0.1 -0.2 0.1
C -0.6295 -3.3604 2.4128 0.2 0.1 0.0
C -1.7389 -3.9023 1.6294 0.0 0.0 0.2
N -2.6029 -4.3209 1.0007 -0.1 -0.1 0.2
H -0.4474 -6.1884 2.6393 0.0 0.0 0.0
H 1.2252 -6.2130 3.1888 0.0 0.0 0.0
H -0.0107 -5.4366 4.1777 0.0 0.0 0.0
H 0.9204 -4.4863 1.4143 0.0 0.1 0.0
H 1.4026 -3.7614 2.9357 0.0 0.1 0.0
H -0.3515 -2.3971 1.9808 0.0 0.0 0.0
H -0.9738 -3.1675 3.4304 -0.1 0.0 0.0
```
Positions in Å, forces in eV/Å.

Properties
Energy = -51028.36368 eV
Largest force on an atom = 1.39 eV/Å
Total charge = +1
LUMO energy = -0.116 Ha
HOMO-LUMO gap = 9.7 eV



This record from OMol25 describes a single C6H9N3 molecule in a non-equilibrium geometry. The level of theory is ωB97M-V/def2-TZVPD.

The geometry in XYZ format:
```
18
Properties=species:S:1:pos:R:3:forces:R:3
C -0.9984 -0.7252 0.1117 2.9 -1.1 -0.9
C 0.0420 -1.6411 0.0768 -1.8 0.4 -0.1
C 1.4873 -1.3551 0.1800 0.8 -0.5 -0.3
C 0.4169 1.4219 0.3822 -0.6 -1.2 -1.8
C -0.9515 1.8971 -0.2576 1.0 0.6 1.0
C -0.8166 0.6296 0.5319 0.1 2.0 2.2
H -2.6972 -0.2107 -0.7425 -0.3 -0.5 0.0
H -2.4040 -1.9835 -0.5792 -0.3 2.6 0.5
H -0.3827 -2.6547 -0.1656 1.3 0.7 0.3
H 2.2257 -2.1519 0.3962 -1.0 0.0 0.0
H 1.9882 1.5166 -0.8825 0.5 0.2 -0.1
H 0.8469 1.9314 1.1935 0.0 0.8 1.2
H -0.9737 1.8241 -1.3373 -0.1 0.2 0.0
H -1.4541 2.7687 0.2687 0.7 -1.3 -1.0
H -1.1891 0.7772 1.5428 -0.4 -0.2 0.0
N -2.2901 -0.9741 -0.2130 -0.9 -3.1 -0.7
N 2.1744 -0.3049 -0.1446 -1.9 0.6 0.5
N 1.3959 0.8246 -0.4774 -0.1 -0.1 -1.0
```
Positions in Å, forces in eV/Å.

Properties
Energy = -10835.26713 eV
Largest force on an atom = 3.31 eV/Å
LUMO energy = 0.036 Ha
HOMO-LUMO gap = 8.7 eV
Energy above the lowest of the compared OMol25 structures with the same formula, charge and spin = 227.67 kJ/mol



This record from OMol25 describes 2 unconnected molecules or ions with the total composition C6H14N2O2 in a non-equilibrium geometry. The level of theory is ωB97M-V/def2-TZVPD.

The geometry in XYZ format:
```
24
Properties=species:S:1:pos:R:3:forces:R:3
C -2.5411 -2.2630 -1.3883 2.8 -1.5 -3.1
C -2.1231 0.7101 -3.5715 -0.4 0.3 -1.4
C -2.0189 -0.9239 -1.7210 0.6 0.9 -0.8
O -1.2432 -0.2727 -1.0377 -0.5 -0.1 -0.1
N -2.3392 -0.5873 -2.9950 -0.9 -0.6 -1.4
H -1.7940 -2.5765 -0.7000 0.2 -1.1 0.8
H -3.1815 -1.0213 -3.4128 1.1 0.0 0.7
H -3.0380 1.2308 -3.2036 1.5 1.2 -0.2
H -3.4900 -2.2863 -1.0159 -2.5 -0.1 1.0
H -2.4412 -2.8807 -2.4110 -0.4 1.0 2.6
H -1.0612 1.0676 -3.4391 -1.6 0.1 0.5
H -2.2544 0.6443 -4.6988 0.2 -0.1 1.3
C 0.7060 1.9189 2.6942 0.5 1.5 0.7
C 3.5203 -0.1770 1.1338 2.0 0.9 5.0
C 1.7792 0.8201 2.6385 -0.3 -2.5 -2.4
O 1.6630 -0.2996 3.1993 0.4 3.4 -0.7
N 2.7367 0.9921 1.6036 -0.9 -1.1 1.4
H -0.2373 1.6926 2.2317 -0.3 -1.2 -0.3
H 2.7274 1.8384 1.0410 -0.1 -0.5 0.4
H 4.6002 -0.0565 1.5008 -1.0 0.3 -1.4
H 0.4749 2.0927 3.7482 0.0 0.1 -0.1
H 0.8857 2.9209 2.1944 0.7 -1.1 0.7
H 3.3577 -1.0824 1.7529 -1.1 0.6 -0.5
H 3.3760 -0.3506 0.1438 -0.1 -0.5 -2.8
```
Positions in Å, forces in eV/Å.

Properties
Energy = -13523.23299 eV
Largest force on an atom = 5.48 eV/Å
LUMO energy = 0.026 Ha
HOMO-LUMO gap = 10.0 eV
Energy above the lowest of the compared OMol25 structures with the same formula, charge and spin = 230.73 kJ/mol



This record from OMol25 describes a single C23H23N5O molecule. The level of theory is ωB97M-V/def2-TZVPD.

The geometry in XYZ format:
```
52
Properties=species:S:1:pos:R:3:forces:R:3
C 3.1387 -0.5278 3.9658 0.0 0.0 0.0
C 3.3063 0.7644 3.2655 0.0 0.7 -0.4
N 4.3058 1.5746 3.4717 0.1 -0.7 0.5
O 4.1261 2.6363 2.6741 0.1 0.2 0.0
N 3.0015 2.5130 1.9507 -0.7 -0.1 -0.3
C 2.4558 1.3742 2.2795 0.8 0.1 0.5
C 1.2204 0.8207 1.6421 -0.1 0.0 0.0
N 1.4233 0.5034 0.2382 0.1 0.1 0.1
C 1.2027 1.7333 -0.4918 -0.1 0.2 -0.2
C -0.0780 2.2536 0.1506 0.1 0.0 -0.1
H -0.9362 1.7459 -0.2894 0.0 0.0 0.0
H -0.1977 3.3266 0.0232 -0.1 0.0 0.0
C 0.0752 1.8550 1.6259 -0.1 0.0 0.1
H -0.8428 1.4201 2.0167 0.0 0.0 0.0
H 0.3383 2.7155 2.2390 -0.1 -0.1 0.0
H 2.0309 2.4462 -0.3482 -0.1 -0.1 -0.1
H 1.0917 1.5237 -1.5557 0.0 0.0 0.0
C 2.6113 -0.2413 -0.1087 0.0 -0.1 0.0
C 2.4747 -0.8397 -1.4723 -0.3 -0.1 -0.1
C 1.3165 -1.2216 -2.1386 0.6 0.1 0.2
N 1.7207 -1.6459 -3.3625 -0.2 0.1 0.3
N 3.0379 -1.5848 -3.5199 0.5 -0.1 -0.6
C 3.5064 -1.0880 -2.3921 -0.4 -0.1 0.0
H 4.5580 -0.9235 -2.2660 0.3 0.0 0.0
H 1.1403 -2.0157 -4.0985 0.1 0.0 0.1
C -0.0825 -1.1599 -1.7474 -0.4 0.0 -0.1
C -0.4752 -1.5006 -0.4548 -0.1 0.0 -0.2
C -1.7925 -1.3761 -0.0678 0.0 0.0 0.0
C -2.7603 -0.9188 -0.9609 0.3 0.0 -0.2
C -2.3706 -0.6081 -2.2615 -0.2 0.0 0.1
C -1.0510 -0.7249 -2.6501 0.2 -0.1 0.1
H -0.7632 -0.4454 -3.6542 0.0 0.1 -0.1
H -3.1046 -0.2411 -2.9641 -0.1 0.0 0.0
C -4.1590 -0.7640 -0.5370 -0.3 0.0 0.1
C -4.4637 -0.2121 0.7052 0.0 0.0 -0.1
C -5.7782 -0.0617 1.1054 -0.1 0.0 0.1
C -6.8095 -0.4660 0.2742 -0.1 0.0 0.0
C -6.5181 -1.0178 -0.9621 -0.1 0.0 0.0
C -5.2042 -1.1627 -1.3668 0.1 0.0 0.0
H -4.9822 -1.6081 -2.3258 0.0 0.0 -0.1
H -7.3188 -1.3374 -1.6130 -0.1 0.0 0.0
H -7.8362 -0.3511 0.5886 -0.1 0.0 0.0
H -6.0000 0.3734 2.0691 0.0 0.0 0.1
H -3.6629 0.1196 1.3504 0.1 0.0 0.1
H -2.0862 -1.6536 0.9342 0.0 0.0 0.1
H 0.2602 -1.8744 0.2385 0.1 0.0 0.1
H 3.5263 0.3790 -0.0886 -0.1 -0.1 0.1
H 2.7389 -1.0420 0.6316 0.0 0.1 0.0
H 0.9410 -0.0956 2.1756 0.0 0.1 0.0
H 3.9491 -0.6619 4.6760 0.0 -0.1 0.1
H 2.1865 -0.5461 4.4943 0.0 -0.1 0.1
H 3.1492 -1.3488 3.2500 0.0 -0.1 0.0
```
Positions in Å, forces in eV/Å.

Properties
Energy = -33720.40298 eV
Largest force on an atom = 0.97 eV/Å
LUMO energy = 0.019 Ha
HOMO-LUMO gap = 8.8 eV
Energy above the lowest of the compared OMol25 structures with the same formula, charge and spin = 180.58 kJ/mol